Here is C19H16F6N3O5OsS2 as an isolated structure in a non-equilibrium geometry from the OMol25 dataset. Energies are from ωB97M-V with the def2-TZVPD basis set.

Cartesian coordinates (Å):
Os 1.212 0.175 -0.452
F 0.288 4.771 2.439
C -0.135 4.109 1.400
F -1.296 3.510 1.675
F -0.283 4.879 0.355
S 1.010 2.660 1.005
O 0.504 2.130 -0.298
O 0.814 1.651 1.999
N 2.460 3.203 0.795
S 3.617 2.176 0.457
O 2.995 0.824 0.440
O 4.823 2.294 1.149
C 3.893 2.439 -1.418
F 2.919 1.666 -1.997
F 5.047 1.975 -1.819
F 3.702 3.670 -1.802
N 2.029 -1.777 -0.910
C 1.287 -2.383 -2.006
C 1.564 -3.625 -2.545
C 0.814 -4.103 -3.627
C -0.190 -3.339 -4.181
C -0.508 -2.067 -3.647
C -1.517 -1.228 -4.156
C -1.755 -0.011 -3.543
C -0.999 0.373 -2.437
N -0.036 -0.393 -1.923
C 0.230 -1.602 -2.521
H 3.017 -1.653 -1.180
H 2.044 -2.410 -0.098
H 2.357 -4.239 -2.145
H 1.031 -5.083 -4.029
H -0.751 -3.706 -5.027
H -2.080 -1.530 -5.027
H -2.524 0.650 -3.914
H -1.159 1.336 -1.960
C 0.275 -1.507 3.670
C -0.393 -0.904 2.482
O 0.108 -1.002 1.365
C -1.724 -0.295 2.705
C -2.469 0.041 1.570
C -3.754 0.539 1.720
C -4.352 0.642 2.969
C -3.592 0.392 4.105
C -2.319 -0.142 3.965
H 1.220 -1.963 3.380
H -0.368 -2.259 4.131
H 0.458 -0.731 4.415
H -2.004 -0.065 0.599
H -4.280 0.910 0.847
H -5.386 0.946 3.076
H -4.019 0.551 5.086
H -1.826 -0.494 4.865

Values from the calculation:
HOMO level (alpha / beta) = -17.70 / -17.70 eV
Total charge = +3